# 1
C6H10O | ωB97M-V with the def2-TZVPD basis set

Summary:
E_HOMO, eV: -10.095
Total charge: 0
Molar mass, g mol⁻¹: 98.145
Relative energy (zero: lowest compared OMol25 entry of this formula, charge and spin), kcal per mole: 35.7
Strongest force on any atom, hartree/bohr: 0.0114

Last column: natural (NBO) charge in e.
Atoms and positions in Å:
C1 -1.29 2.17 0.80  -0.25
C2 -0.76 1.15 0.45  -0.03
C3 -0.41 -0.23 0.07  0.17
C4 -1.51 -0.68 -0.91  -0.61
O1 -0.38 -1.05 1.24  -0.71
C5 0.98 -0.38 -0.59  -0.39
C6 2.19 0.00 0.26  -0.61
H1 -1.67 3.10 1.16  0.24
H2 -2.47 -0.22 -0.66  0.22
H3 -1.26 -0.35 -1.93  0.21
H4 -1.62 -1.76 -0.89  0.22
H5 -0.98 -0.66 1.89  0.48
H6 1.06 -1.44 -0.87  0.21
H7 0.98 0.20 -1.52  0.21
H8 3.10 -0.14 -0.33  0.21
H9 2.27 -0.62 1.16  0.22
H10 2.16 1.05 0.57  0.21

# 2
ClH6NiO3 | ωB97M-V with the def2-TZVPD basis set

Summary:
Spin multiplicity: 4
E_HOMO (alpha / beta), eV: -9.611 / -10.944
Total charge: 0
Molar mass, g mol⁻¹: 148.191
Relative energy (zero: lowest compared OMol25 entry of this formula, charge and spin), kcal per mole: 3.6
Strongest force on any atom, hartree/bohr: 0.0364

Last column: Mulliken spin population.
Atoms and positions in Å:
Ni1 -2.97 0.55 -0.09  2.86
Cl1 -0.52 0.18 0.07  0.14
O1 0.67 1.32 2.88  0.00
H1 0.51 0.94 2.01  0.00
H2 -0.16 1.76 3.09  0.00
O2 -0.05 -3.13 -0.83  0.00
H3 -0.06 -2.29 -0.37  0.00
H4 -0.98 -3.34 -0.95  0.00
O3 1.05 1.61 -2.19  0.00
H5 1.87 1.13 -2.25  0.00
H6 0.64 1.29 -1.39  0.00

# 3
C38H63I2N5O21P | ωB97M-V with the def2-TZVPD basis set

Summary:
E_HOMO, eV: -5.421
Total charge: -1
Molar mass, g mol⁻¹: 1210.718
Relative energy (zero: lowest compared OMol25 entry of this formula, charge and spin), kcal per mole: 7.7
Strongest force on any atom, hartree/bohr: 0.0382

Last column: Löwdin charge in e.
Atoms and positions in Å:
C1 1.60 1.85 0.66  -0.07
C2 0.54 1.72 -0.40  -0.28
O1 1.06 2.04 -1.69  -0.14
C3 0.39 1.35 -2.72  -0.19
C4 1.25 0.19 -3.21  -0.18
O2 0.44 -0.71 -3.92  -0.12
C5 0.73 -2.07 -3.66  -0.15
C6 0.33 -2.45 -2.25  -0.19
N1 -0.96 -2.52 -2.04  0.23
C7 -1.33 -2.80 -0.77  -0.14
C8 -2.72 -2.86 -0.46  -0.12
C9 -3.70 -2.63 -1.57  -0.23
N2 -3.81 -3.80 -2.44  0.02
C10 -3.13 -3.15 0.82  -0.25
C11 -4.56 -3.22 1.18  -0.71
I1 -5.45 -1.36 1.59  1.03
C12 -5.22 -4.36 1.31  -0.76
C13 -6.66 -4.46 1.75  -0.18
I2 -4.29 -6.20 0.88  0.96
C14 -2.19 -3.37 1.88  -0.08
C15 -2.79 -3.65 3.26  -0.73
O3 -3.41 -2.70 3.77  -0.07
O4 -2.64 -4.82 3.65  -0.02
C16 -0.84 -3.28 1.61  -0.10
P1 0.33 -3.46 3.01  0.52
N3 -0.03 -2.53 4.19  -0.13
O5 1.83 -3.12 2.51  -0.18
O6 0.42 -5.00 3.47  -0.13
C17 -0.40 -3.02 0.27  -0.15
N4 0.93 -2.99 -0.01  0.18
C18 1.29 -2.69 -1.24  -0.21
C19 2.78 -2.64 -1.48  -0.13
C20 3.39 -4.06 -1.59  -0.17
C21 3.96 -4.60 -0.27  -0.19
C22 3.67 -6.10 -0.08  -0.20
C23 3.10 -6.46 1.30  -0.28
N5 3.85 -5.97 2.46  0.01
H1 2.32 1.03 0.61  0.07
H2 2.15 2.78 0.59  0.07
H3 1.13 1.82 1.63  0.08
H4 0.15 0.70 -0.40  0.11
H5 -0.29 2.38 -0.16  0.12
H6 0.24 2.04 -3.56  0.12
H7 -0.60 0.99 -2.43  0.13
H8 2.03 0.63 -3.84  0.13
H9 1.73 -0.25 -2.34  0.11
H10 0.09 -2.65 -4.32  0.13
H11 1.76 -2.35 -3.89  0.12
H12 -4.67 -2.33 -1.18  0.07
H13 -3.35 -1.79 -2.17  0.11
H14 -4.66 -3.78 -2.98  0.06
H15 -3.77 -4.66 -1.91  0.02
H16 -7.08 -5.39 1.38  0.04
H17 -6.66 -4.51 2.84  0.09
H18 -7.23 -3.62 1.38  0.02
H19 -0.86 -1.99 3.99  -0.03
H20 2.06 -3.64 1.73  0.00
H21 1.29 -5.35 3.22  0.04
H22 3.18 -2.18 -0.57  0.12
H23 3.06 -2.00 -2.31  0.09
H24 4.19 -4.03 -2.32  0.11
H25 2.61 -4.73 -1.95  0.10
H26 5.05 -4.51 -0.31  0.11
H27 3.64 -4.01 0.58  0.08
H28 4.57 -6.70 -0.25  0.10
H29 2.94 -6.43 -0.81  0.10
H30 3.10 -7.55 1.37  0.10
H31 2.09 -6.07 1.36  0.10
H32 3.67 -5.00 2.66  0.04
H33 4.84 -6.12 2.34  0.07
C24 1.76 1.68 -7.58  -0.04
O7 2.31 2.69 -6.74  0.00
C25 3.27 3.42 -7.30  -0.63
O8 3.69 3.30 -8.42  0.12
O9 3.69 4.31 -6.39  0.01
C26 4.73 5.17 -6.84  -0.04
H34 1.00 1.17 -7.00  0.09
H35 1.29 2.12 -8.46  0.10
H36 2.52 0.96 -7.88  0.10
H37 4.40 5.77 -7.69  0.10
H38 5.62 4.60 -7.10  0.10
H39 4.97 5.83 -6.02  0.08
C27 3.53 3.64 4.99  -0.03
O10 4.56 4.56 4.61  0.00
C28 4.56 4.88 3.32  -0.63
O11 3.80 4.47 2.49  0.12
O12 5.56 5.73 3.11  0.00
C29 5.68 6.15 1.75  -0.05
H40 3.64 3.46 6.05  0.09
H41 2.54 4.06 4.79  0.10
H42 3.64 2.69 4.46  0.10
H43 4.78 6.68 1.43  0.10
H44 5.87 5.31 1.10  0.10
H45 6.52 6.84 1.71  0.09
C30 -3.80 -0.27 5.06  -0.04
O13 -4.53 0.97 4.87  0.00
C31 -4.07 2.01 5.54  -0.63
O14 -3.13 2.03 6.29  0.12
O15 -4.85 3.07 5.26  -0.01
C32 -4.46 4.26 5.92  -0.06
H46 -4.29 -1.01 4.45  0.01
H47 -2.77 -0.16 4.74  0.10
H48 -3.84 -0.57 6.11  0.10
H49 -3.45 4.55 5.64  0.09
H50 -4.52 4.14 7.00  0.09
H51 -5.16 5.04 5.61  0.09
C33 -13.21 -3.83 2.36  -0.05
O16 -12.73 -2.51 2.60  0.00
C34 -11.39 -2.40 2.56  -0.63
O17 -10.63 -3.30 2.34  0.13
O18 -11.07 -1.14 2.79  0.00
C35 -9.66 -0.87 2.78  -0.04
H52 -14.29 -3.78 2.42  0.09
H53 -12.92 -4.17 1.37  0.10
H54 -12.84 -4.52 3.12  0.10
H55 -9.24 -1.10 1.81  0.09
H56 -9.16 -1.44 3.56  0.10
H57 -9.54 0.19 2.98  0.09
C36 9.43 9.84 -4.94  -0.04
O19 8.44 8.82 -5.09  0.00
C37 7.93 8.38 -3.95  -0.63
O20 8.22 8.77 -2.85  0.13
O21 7.03 7.44 -4.23  0.00
C38 6.39 6.87 -3.09  -0.03
H58 9.76 10.11 -5.94  0.09
H59 9.00 10.72 -4.46  0.10
H60 10.28 9.47 -4.36  0.10
H61 5.84 7.63 -2.54  0.10
H62 7.11 6.39 -2.44  0.10
H63 5.69 6.13 -3.46  0.09

- Among the records above, which one has the lowest strongest force on any atom?
  C6H10O

Please write out number 2 again, unchanged.
ClH6NiO3 | ωB97M-V with the def2-TZVPD basis set

Summary:
Spin multiplicity: 4
E_HOMO (alpha / beta), eV: -9.611 / -10.944
Total charge: 0
Molar mass, g mol⁻¹: 148.191
Relative energy (zero: lowest compared OMol25 entry of this formula, charge and spin), kcal per mole: 3.6
Strongest force on any atom, hartree/bohr: 0.0364

Last column: Mulliken spin population.
Atoms and positions in Å:
Ni1 -2.97 0.55 -0.09  2.86
Cl1 -0.52 0.18 0.07  0.14
O1 0.67 1.32 2.88  0.00
H1 0.51 0.94 2.01  0.00
H2 -0.16 1.76 3.09  0.00
O2 -0.05 -3.13 -0.83  0.00
H3 -0.06 -2.29 -0.37  0.00
H4 -0.98 -3.34 -0.95  0.00
O3 1.05 1.61 -2.19  0.00
H5 1.87 1.13 -2.25  0.00
H6 0.64 1.29 -1.39  0.00

- What is the formula in the first record?
  C6H10O

- Which formula does entry 3 have?
  C38H63I2N5O21P